{"formula": "C5H12N2O", "method": "wB97M-V/def2-TZVPD", "e_tot_ev": -10405.711, "e_lumo_ha": 0.0353, "homo_lumo_gap_ev": 9.6, "max_force_ev_per_a": 2.853, "homo_ev": -8.59, "smiles": "N/C=C/C[C@@H](N)CO", "elements": ["N", "C", "C", "C", "C", "N", "C", "O", "H", "H", "H", "H", "H", "H", "H", "H", "H", "H", "H", "H"], "positions_angstrom": [[-0.594866, 3.434919, -0.539267], [0.267562, 2.464815, 0.009750], [0.564815, 1.372623, -0.681876], [0.942950, 0.083724, 0.003540], [-0.207133, -0.962624, -0.013192], [-0.384497, -1.411206, -1.450571], [0.233117, -2.237822, 0.756668], [-0.522050, -2.405970, 1.981428], [-0.190628, 4.393368, -0.694316], [-1.154154, 3.130319, -1.324450], [0.592295, 2.623461, 1.021970], [0.436970, 1.168162, -1.738989], [1.281853, 0.224285, 1.073765], [1.792866, -0.374598, -0.509303], [-1.155704, -0.590674, 0.383199], [-1.382880, -1.400842, -1.592334], [0.032885, -0.773986, -2.115275], [1.258186, -2.239550, 1.099030], [0.185503, -3.176742, 0.218202], [-1.395458, -2.037699, 1.829620]], "forces_ev_per_angstrom": [[0.734, 1.992, 0.107], [-0.795, 0.368, -1.689], [0.413, -1.779, 1.070], [0.287, 0.068, 1.399], [1.944, -1.271, -1.657], [-0.471, 0.340, 1.097], [-0.700, -0.108, 1.464], [0.211, 0.241, -0.187], [-0.698, -1.459, 0.329], [0.406, -0.013, 0.007], [-0.054, -0.069, 0.356], [-0.570, 0.971, -0.112], [-0.457, 0.077, -1.034], [-0.019, -0.204, -0.015], [0.188, 0.201, 0.114], [-0.117, -0.165, -0.618], [-0.119, 0.119, 0.096], [0.492, 0.649, -0.010], [-0.568, 0.157, -0.774], [-0.107, -0.116, 0.058]]}